1.
# C18H23ClHfNO7S2

A molecular structure, C18H23ClHfNO7S2 (ωB97M-V with the def2-TZVPD basis set, OMol25).

```
53
Properties=species:S:1:pos:R:3:forces:R:3
Hf -0.57278 -1.01882 0.72342 0.38 0.24 0.42
O 1.28366 -1.13292 -0.11319 0.30 0.01 0.03
S 2.58130 -0.34923 0.30209 0.02 0.02 0.01
C 2.38338 1.23408 -0.61261 0.03 -0.02 0.01
C 1.88776 2.50049 0.09367 -0.01 0.01 0.01
C 1.02493 3.38156 -0.83762 0.01 -0.01 0.00
C -0.44530 3.47899 -0.44732 -0.02 -0.01 0.03
S -1.47552 2.00392 -0.55539 0.05 0.08 -0.04
O -0.70584 0.95928 0.34450 -0.04 -0.01 -0.38
C -1.16525 1.41624 -2.20649 0.04 0.02 0.02
C -0.94160 0.06586 -2.44089 -0.04 0.01 0.01
C -0.77156 -0.39494 -3.73533 0.01 -0.01 -0.01
C -0.84264 0.49884 -4.79664 0.00 0.01 0.01
C -1.09729 1.84279 -4.56170 0.00 -0.02 -0.02
C -1.26295 2.31084 -3.26615 -0.03 0.05 0.03
C 2.17195 0.03290 2.00172 0.03 0.08 -0.02
C 1.13776 -0.68760 2.63734 -0.06 -0.07 -0.02
C 0.76550 -0.33970 3.93858 -0.01 0.00 0.01
C 1.41369 0.69644 4.59571 0.00 0.01 0.00
C 2.47062 1.34904 3.97782 -0.02 -0.02 0.02
C 2.84962 1.02726 2.67287 0.00 0.00 -0.03
H 1.69890 0.89983 -1.39795 0.01 -0.01 0.00
H 3.35890 1.38346 -1.07772 0.00 -0.01 0.01
H 2.75386 3.07300 0.42100 -0.01 0.00 0.01
H 1.32052 2.25971 0.99002 0.00 -0.01 -0.01
H 1.12358 3.08275 -1.88308 -0.01 -0.02 0.02
H 1.39244 4.40772 -0.79448 0.00 0.00 -0.02
H -0.98299 4.20662 -1.06276 -0.01 -0.02 0.01
H -0.58470 3.80081 0.58857 -0.01 -0.02 0.01
H -0.94626 -0.67224 -1.63615 -0.01 0.04 -0.16
H -0.59685 -1.44551 -3.92321 0.00 0.00 0.00
H -0.71296 0.14238 -5.80946 0.00 0.00 0.00
H -1.17196 2.53492 -5.38932 0.00 0.00 0.00
H -1.47648 3.36033 -3.10483 0.00 -0.02 -0.01
H 0.88147 -1.71278 2.33374 0.24 -0.09 0.00
H 0.00153 -0.91319 4.44757 0.00 0.00 0.00
H 1.12659 0.95990 5.60455 0.00 0.00 0.00
H 3.01325 2.12087 4.50826 0.00 0.00 0.00
H 3.66652 1.56362 2.20572 0.00 0.00 0.00
O -3.51294 -2.65801 1.77764 -0.16 -0.10 0.07
Cl -3.20308 -1.31914 1.54484 -0.11 -0.14 -0.05
O -4.20282 -0.38133 1.72982 -0.13 0.18 0.02
O -1.95493 -0.94152 2.33288 -0.10 -0.08 0.32
O -2.60014 -1.18882 0.14020 -0.32 -0.09 -0.08
C -1.19810 -4.36384 -1.09735 0.02 0.02 -0.01
C -0.85591 -4.22976 0.34174 0.02 -0.09 0.29
N -0.86009 -5.26299 1.13002 0.02 -0.02 -0.03
O -0.56472 -3.07487 0.84163 -0.08 0.06 -0.47
H -1.20457 -5.40024 -1.42521 -0.02 -0.01 0.01
H -0.47607 -3.80571 -1.69398 0.00 0.00 0.00
H -2.19500 -3.94294 -1.25411 0.00 0.02 -0.01
H -1.06886 -6.18879 0.78003 -0.01 0.00 -0.01
H -0.65758 -5.16955 2.11700 0.00 0.00 0.02
```
Forces are in eV/Å.

Results
ΔE to the lowest compared entry with this formula, charge and spin = 0.0 kJ/mol
lowest unoccupied orbital energy = -0.37043 Eh
total charge = +3
HOMO-LUMO gap = 8.136 eV


2.
# C18H23ClN3O11P2Ru

A molecular structure, C18H23ClN3O11P2Ru in a non-equilibrium geometry (ωB97M-V with the def2-TZVPD basis set, OMol25).

```
59
Properties=species:S:1:pos:R:3:forces:R:3
Ru 0.31629 -0.21786 0.31518 -0.30 -0.80 -0.88
C 0.75860 2.09046 4.00604 0.03 0.09 0.02
C 0.92618 1.59271 2.60815 0.05 -0.13 0.08
N 0.62548 0.35082 2.31547 0.08 0.22 0.95
O -0.05939 -0.33563 3.34941 0.00 0.07 -0.20
C 1.37474 2.41601 1.53866 -0.12 -0.12 -0.28
C 2.07052 3.73053 1.64304 -0.03 0.03 0.01
N 1.06446 1.94509 0.32450 0.52 0.54 0.39
O 1.41770 2.58929 -0.68140 -0.10 -0.23 -0.11
H 1.17308 1.37498 4.71311 -0.01 0.00 0.01
H -0.30442 2.18550 4.23342 -0.02 -0.02 -0.03
H 1.22646 3.06032 4.14308 -0.01 -0.02 -0.01
H -1.00430 -0.23562 3.11171 0.02 -0.05 0.03
H 2.21635 4.04077 2.67451 0.01 0.00 -0.02
H 1.50088 4.49746 1.11389 0.01 0.02 0.01
H 3.04622 3.68268 1.15387 -0.01 -0.02 -0.02
Cl 3.33235 1.27932 -6.41401 -0.08 -0.05 0.11
C 2.45550 0.76602 -4.99456 0.03 0.02 -0.10
C 1.10836 0.41873 -5.10161 -0.08 -0.02 -0.02
C 0.40092 0.02061 -3.98908 -0.02 0.05 -0.22
C 1.01859 -0.04480 -2.73360 -0.37 -0.24 0.52
O 0.31173 -0.43188 -1.68964 0.15 0.22 -0.39
C 2.37815 0.29163 -2.63955 0.37 0.24 0.07
C 3.12657 0.26121 -1.39114 0.06 -0.03 -0.32
O 2.76136 -0.21340 -0.32958 -0.23 0.18 0.38
C 3.08186 0.70893 -3.77731 0.02 0.04 -0.01
H 0.62328 0.46885 -6.06768 0.00 0.01 0.01
H -0.64699 -0.24094 -4.05124 0.01 0.01 -0.01
H 4.14504 0.68619 -1.45887 -0.03 -0.07 -0.01
H 4.12487 0.98932 -3.68938 -0.02 -0.01 0.01
C -5.10032 -0.44232 1.61495 -0.01 0.03 -0.05
C -3.58590 -0.31026 1.50552 -0.03 -0.12 0.04
O -2.96136 -0.52258 2.78540 0.04 -0.04 -0.05
P -3.06697 1.34158 0.95526 0.19 -0.12 0.27
O -3.83864 1.61236 -0.38117 0.02 -0.23 -0.30
O -3.73099 2.34302 1.99671 0.02 -0.05 -0.12
O -1.58746 1.43124 0.89789 -0.06 -0.03 -0.12
P -2.85705 -1.43578 0.20744 -0.12 0.19 -0.02
O -3.59515 -2.83666 0.48295 0.11 -0.08 0.07
O -3.23406 -0.90006 -1.13266 0.00 0.09 0.14
O -1.41613 -1.62425 0.61630 0.10 0.21 -0.07
H -5.48283 0.25646 2.35846 0.01 -0.01 0.01
H -5.35906 -1.45828 1.91263 0.01 0.00 0.02
H -5.57828 -0.23079 0.65800 0.01 -0.01 0.00
H -2.86828 -1.47577 2.91281 -0.04 0.01 0.01
H -3.66919 0.83288 -0.98397 -0.04 0.13 0.07
H -3.35589 3.23041 1.94852 0.03 0.05 0.05
H -4.17614 -3.05786 -0.25314 -0.07 0.00 -0.02
C 1.25150 -5.20752 0.57708 0.00 -0.06 -0.01
C 0.94846 -4.50926 1.73366 0.03 0.00 0.01
C 0.95595 -3.12718 1.69346 0.05 0.16 0.02
N 1.26042 -2.43854 0.59039 -0.26 -0.15 0.04
C 1.56446 -3.11687 -0.51783 0.08 0.12 0.08
C 1.57096 -4.49884 -0.56926 0.03 -0.01 0.00
H 1.23775 -6.28990 0.56853 0.01 0.01 0.00
H 0.69909 -5.01987 2.65336 0.00 0.00 -0.01
H 0.70288 -2.53562 2.56561 -0.02 -0.01 -0.02
H 1.80927 -2.52172 -1.38721 -0.05 0.02 -0.03
H 1.81562 -5.00074 -1.49489 0.00 0.00 0.01
```
Forces are in eV/Å.

Results
ΔE to the lowest compared entry with this formula, charge and spin = 42.4 kJ/mol
lowest unoccupied orbital energy (alpha / beta) = 0.00343 / -0.04137 Eh
total charge = 0
HOMO-LUMO gap (alpha / beta) = 7.529 / 6.826 eV
expectation value of S² = 8.78
2S+1 = 6


3.
# C18H23CuF6N5O12S2

A molecular structure, C18H23CuF6N5O12S2 in a non-equilibrium geometry (ωB97M-V with the def2-TZVPD basis set, OMol25).

```
67
Properties=species:S:1:pos:R:3:forces:R:3
Cu 11.15408 10.05078 12.26159 -0.08 0.08 -0.33
F 7.21743 11.71796 17.83847 0.77 0.35 -0.57
C 7.86595 11.86234 16.64895 0.01 0.75 0.06
F 8.38886 13.11738 16.53986 -0.75 -0.51 0.49
F 6.95460 11.72069 15.70305 -0.28 0.10 -0.24
S 9.27748 10.72634 16.38626 -0.12 1.00 0.22
O 9.45464 10.79139 14.97262 0.44 -0.06 -0.06
O 10.25039 11.25737 17.28864 0.37 -0.23 0.03
N 8.74846 9.36534 16.95209 0.32 0.18 0.18
S 7.86207 8.43402 16.09930 -2.22 -1.62 0.15
O 7.50326 8.84134 14.76764 0.52 -0.23 0.07
O 8.19357 7.07188 16.40766 0.27 -0.17 -0.49
C 6.15765 8.51835 16.94583 0.10 0.00 -0.80
F 5.39087 7.38071 16.66308 1.07 1.73 0.60
F 6.31752 8.64170 18.26813 -0.60 -0.33 -0.26
F 5.47012 9.59871 16.48987 0.11 -0.97 0.55
O 13.05437 10.05957 8.68039 -0.45 0.07 0.56
C 12.37857 10.41618 9.65944 0.59 0.21 -0.35
O 12.59104 10.07532 10.86969 -0.11 0.00 -0.33
C 11.27066 11.44100 9.38871 -0.87 0.52 -0.44
C 11.18919 11.96564 8.10586 0.52 -0.51 -0.02
C 10.30662 12.96651 7.68559 0.56 -0.41 0.70
C 9.44963 13.53798 8.62244 -0.57 0.58 0.27
C 9.44924 13.01860 9.90170 0.49 -0.25 -0.58
C 10.34319 11.94350 10.35608 -0.59 0.86 1.22
O 10.28000 11.63380 11.60854 0.11 0.10 -1.02
N 8.51967 13.68078 10.85388 0.31 -2.05 -0.42
O 7.70283 12.96988 11.41779 0.24 0.58 -0.10
O 8.62492 14.87184 10.96195 -0.23 1.15 0.33
N 10.39472 13.47724 6.35365 -0.77 0.80 -1.04
O 11.09229 12.93062 5.51559 0.39 -0.44 0.37
O 9.71715 14.46910 6.04319 0.10 -0.31 0.68
H 11.92980 11.54800 7.43480 -0.13 0.11 -0.22
H 8.80149 14.39720 8.34508 0.55 -0.80 0.30
C 13.99123 7.71623 13.61354 0.09 -0.10 0.34
C 12.62000 7.66718 12.93468 -0.40 0.77 1.71
C 11.87450 6.40926 13.32382 -1.00 -0.64 0.00
O 11.93333 8.82003 13.33414 -0.21 -0.43 0.16
H 14.63267 6.96487 13.17291 0.44 -0.32 -0.11
H 13.98278 7.53525 14.73423 -0.35 0.38 -1.27
H 14.39640 8.70192 13.37940 0.17 -0.07 0.26
H 12.72122 7.61817 11.85951 0.45 0.25 -0.65
H 11.62581 6.30937 14.39864 0.07 0.47 -0.48
H 12.49257 5.54622 13.08342 0.07 -0.30 -0.20
H 10.92625 6.33074 12.73156 0.59 0.00 0.57
C 6.06966 6.89212 12.54235 0.55 0.81 0.63
C 6.44846 6.98451 11.08935 0.52 -0.05 -0.77
N 7.88430 7.24571 10.94687 1.47 0.10 -0.62
C 8.63873 6.23276 10.19586 -1.00 -0.86 0.04
C 8.61867 4.84920 10.85603 -1.27 -0.41 0.09
C 8.48287 8.47817 11.19664 -0.59 0.04 0.24
C 7.51866 9.62061 11.42830 1.59 0.18 2.22
N 9.75499 8.71969 11.26854 -0.81 -0.79 -0.03
H 5.05364 6.54599 12.66697 -0.33 -0.02 0.17
H 6.26532 7.82391 13.11597 -0.49 -0.57 -0.51
H 6.77194 6.18909 12.98840 -0.19 -0.29 0.14
H 5.85725 7.63482 10.42887 0.00 0.33 0.54
H 6.28727 5.99986 10.64877 0.05 -0.05 -0.04
H 9.68364 6.44423 10.08039 0.33 0.85 -0.11
H 8.18604 6.15233 9.16989 0.42 0.03 0.67
H 9.07957 4.81063 11.84963 -0.18 0.34 -0.14
H 9.15795 4.13504 10.24227 0.10 -0.10 -0.25
H 7.55989 4.47366 10.92943 1.02 0.20 0.12
H 6.77590 9.75144 10.70685 -1.32 -0.26 -1.20
H 8.11872 10.52426 11.40608 0.02 0.13 0.21
H 7.07718 9.56078 12.46403 0.42 0.04 -1.10
H 10.34031 7.88212 11.23039 -0.29 0.12 -0.15
```
Forces are in eV/Å.

Results
ΔE to the lowest compared entry with this formula, charge and spin = 0.0 kJ/mol
lowest unoccupied orbital energy (alpha / beta) = 0.15216 / 0.15196 Eh
total charge = -2
HOMO-LUMO gap (alpha / beta) = 7.787 / 7.652 eV
expectation value of S² = 0.75
2S+1 = 2


Number 1: E_tot -70330.647 eV. Number 2: E_tot -79715.639 eV. Number 3: E_tot -133671.713 eV.